Arrangement a

This record from the OMol25 dataset describes a 11-piece molecular cluster, C44H121N11O11 overall. The level of theory is wB97M-V/def2-TZVPD.

```
! wB97M-V def2-TZVPD RIJCOSX def2/J DEFGRID3
* xyz 0 1
H 2.907 -4.212 -1.687
H 0.006 -0.843 -7.526
H 0.819 -4.480 3.801
H 0.692 -1.538 -4.507
H -0.850 -3.958 -1.121
C 0.506 -5.404 -3.980
H -5.644 7.167 -1.415
H 3.037 -5.549 -4.573
H 0.509 -5.123 -1.116
H -3.138 -6.658 1.287
H -0.010 -5.851 -4.844
H -2.854 -6.341 -0.441
O -1.684 6.429 -1.959
H 4.476 -3.623 1.363
H 0.282 1.188 -1.667
H -0.883 0.072 0.126
N -4.250 -2.624 3.548
H 6.480 6.799 1.689
C 2.668 -0.903 -4.370
H -2.537 -1.350 1.842
C 0.577 1.602 3.061
H 4.416 -0.326 -0.409
C -1.006 -4.569 7.174
H 5.202 -2.206 3.248
C 4.686 -2.793 0.675
H -1.824 -6.265 -3.615
H 1.049 -6.238 -3.516
N -3.248 7.905 -3.695
H -1.499 -6.165 5.856
H -3.458 5.549 -2.359
H 6.045 -0.402 0.245
H 1.174 -1.037 1.381
H 6.600 6.879 0.140
H -3.648 1.292 -5.370
H -4.178 1.248 1.045
H -1.549 -6.118 0.706
H -3.453 1.583 3.761
H 0.817 -4.939 6.089
H -2.234 7.860 -3.597
H -3.642 4.650 3.707
H -3.963 0.848 -3.626
H -2.726 -3.658 7.838
H 4.803 0.622 0.989
C 6.160 -0.934 -3.138
N 1.487 -1.600 -3.851
H 2.361 3.087 0.543
H -1.822 -0.108 -6.521
O -0.205 1.316 4.200
H -3.884 1.205 -1.079
C -0.524 -4.867 -3.037
N -2.344 -1.432 5.417
H -0.429 0.350 -3.962
N 6.270 6.238 0.863
H 1.417 -1.982 0.010
N 5.383 -1.410 2.648
H -2.253 -4.151 2.499
H -2.879 -1.567 4.550
C 4.561 -1.466 1.415
H 0.047 -0.660 6.515
C -2.629 -6.001 0.569
C 0.668 -3.450 4.141
O -3.709 2.934 -0.001
C 0.612 -1.468 0.548
C -0.004 -4.346 -1.689
H 3.191 1.047 -5.043
H -4.857 -1.816 3.638
H 2.763 -1.152 -5.435
H -2.631 -1.613 -6.078
C 0.851 0.604 -0.931
H 1.373 0.856 2.964
H 4.803 5.417 2.760
H -3.418 8.489 -1.747
C -4.022 -2.956 2.123
H -4.389 -0.199 -4.939
C 4.143 7.502 0.771
H 2.072 -5.389 -6.119
N -1.359 0.770 -3.952
H 2.648 1.008 -3.328
N -4.368 1.949 3.502
N -1.582 -5.838 -2.722
H -2.862 -5.684 6.915
C -3.743 7.632 -2.347
H -2.411 -4.732 5.475
H -2.507 0.647 5.468
H 3.258 5.143 1.888
C -2.292 -0.233 -4.444
C -1.872 -0.892 -5.752
H 7.064 -0.421 -3.454
C 2.222 6.879 -0.504
H -0.467 -2.565 -7.428
H -4.604 2.470 4.341
O 5.076 -0.647 -3.983
H -0.414 1.018 6.709
H 0.003 1.633 2.133
H -2.428 -5.363 -2.431
H -4.946 -3.103 1.548
H 1.144 7.013 -0.547
C -0.970 5.286 -1.540
H -1.711 0.325 3.242
H -4.726 -3.400 3.997
H 0.010 -1.566 -2.016
H -1.660 -2.579 7.419
O -0.245 -3.348 5.209
H -3.275 -1.992 0.392
C -3.622 2.179 1.191
H 0.995 -2.102 -6.721
H -0.690 -5.234 7.984
H 1.054 2.574 3.191
O 2.729 7.559 0.624
H -5.243 3.259 2.208
H -5.784 8.589 -2.406
C -4.234 2.882 2.382
C -5.267 7.634 -2.330
H 1.469 3.257 -0.944
H 2.621 7.294 -1.438
H -1.240 1.517 -4.635
C 2.411 -4.908 -5.200
H 4.696 4.150 1.586
O -0.596 -1.484 -5.623
C -2.032 -5.320 6.311
H -0.093 -2.192 0.954
H 2.506 5.823 -0.529
C -0.017 -1.726 -6.885
H 1.658 -2.989 4.212
C -0.815 0.009 6.612
H -5.687 7.056 -3.159
H 0.706 -3.520 -1.715
H 4.631 5.724 -0.264
H 0.204 -2.954 3.283
H 0.023 5.300 -1.982
H 4.638 8.097 -0.008
H 1.474 0.931 -4.644
H -1.501 4.366 -1.799
C 2.475 0.630 -4.334
H -3.203 4.849 2.119
H -0.326 -0.721 3.896
N -1.729 -3.493 7.846
H -3.801 -4.949 2.663
H -2.564 1.980 1.405
C 2.044 2.537 -0.345
H 4.302 8.068 1.692
H -2.232 1.986 -1.158
C -3.093 6.386 -1.744
H 3.660 -0.890 -2.497
H 1.740 0.185 -1.414
C -1.711 -0.101 5.396
H 2.915 2.236 -0.935
H 6.236 -2.027 -3.061
C 4.346 5.160 1.802
C 4.812 6.122 0.738
H 1.735 -2.592 -3.942
C 0.191 -4.090 6.365
H -2.386 -1.008 -3.679
H -3.623 2.675 -1.995
H -4.231 -0.941 1.393
C -3.335 4.041 2.848
H 5.701 -3.005 0.314
O -3.226 -4.737 0.711
H 0.736 -3.369 6.982
C 3.757 -4.105 -1.016
O 3.765 -2.821 -0.399
C -0.058 -0.460 -0.367
H 4.668 -4.147 -1.623
H -1.000 -4.025 -3.560
C -0.994 0.134 4.044
H -3.223 6.177 -0.679
C -3.477 -1.727 1.435
H 6.000 -0.640 -2.094
H -2.350 3.717 3.199
H 3.099 -4.112 -5.495
C -3.239 -4.248 2.029
C 3.881 -1.227 -3.514
N -0.747 -1.182 -1.443
H 5.340 -0.601 3.249
C 4.992 -0.347 0.519
H -1.571 -2.104 5.292
H -0.887 5.287 -0.448
H 3.766 -4.955 -0.330
H 3.521 -1.415 1.748
H -1.178 -0.536 -2.103
H -1.347 -0.299 7.510
O 1.349 -4.371 -4.434
C -3.313 2.139 -1.096
O 1.246 1.480 0.120
H 4.025 -2.317 -3.566
C -3.628 0.516 -4.605
H -3.443 7.080 -4.263
*
```

Values from the calculation:
LUMO = 0.38 eV
SMILES = COC[C@H](C)N.COC[C@H](C)N.COC[C@H](C)N.COC[C@H](C)N.COC[C@H](C)N.COC[C@H](C)N.COC[C@H](C)N.COC[C@H](C)N.COC[C@H](C)N.COC[C@H](C)N.COC[C@H](C)N

Mulliken atomic charge list, values in e, 99 entries: -0.366 0.372 0.485 -0.170 0.091 -1.377 0.330 0.361 0.422 0.408 0.473 0.208 -0.372 0.391 0.482 -0.840 -0.549 0.295 0.255 -0.344 -0.530 -0.330 0.539 0.260 -1.408 0.274 0.434 -0.774 0.379 0.141 0.387 -0.126 0.285 0.412 0.138 0.235 0.066 0.540 0.342 0.435 0.217 0.260 0.325 -0.407 1.249 0.108 0.487 -0.586 0.466 1.416 -0.415 -0.404 -0.776 -0.719 -0.793 0.162 0.125 1.971 0.175 -0.716 -0.685 -0.413 0.083 -0.118 0.447 0.258 0.757 0.367 0.389 0.255 0.405 0.317 0.187 0.436 -0.896 0.330 -0.092 0.179 -0.722 -0.764 0.452 0.283 0.188 0.592 0.291 1.082 -1.435 0.369 -0.285 0.312 0.297 -0.487 0.436 0.058 0.315 0.271 0.186 -0.533 -0.503



Arrangement b

This record from the OMol25 dataset describes a 11-piece molecular cluster, C44H121N11O11 overall. The level of theory is wB97M-V/def2-TZVPD.

```
! wB97M-V def2-TZVPD RIJCOSX def2/J DEFGRID3
* xyz 0 1
N 5.701 -16.732 -5.291
H -4.642 -13.833 -5.040
H 0.138 -14.822 -4.101
C -3.225 -12.859 -7.083
H 4.950 -11.373 -3.710
C 8.756 -13.701 -5.023
H 1.504 -12.454 -6.701
H -2.352 -9.452 -3.197
H -3.271 -10.879 -3.507
H 0.720 -7.813 -6.492
H 6.078 -17.169 -0.698
C 0.778 -4.842 -3.411
H -3.996 -11.930 -9.453
C 1.205 -18.131 -4.145
H -0.513 -9.288 -13.469
H 8.285 -17.019 -4.556
H 1.634 -8.555 -12.157
H -2.825 -9.867 -4.862
H -1.561 -15.352 -0.721
C 0.724 -16.834 -3.474
H 7.276 -13.857 -0.019
C 5.193 -18.465 -3.739
C 4.172 -13.024 -5.865
H -1.661 -10.452 -6.636
H 8.064 -15.697 1.400
H 2.457 -12.873 2.092
H -1.587 -6.839 -11.290
H 4.303 -7.409 -10.653
C 6.149 -15.427 0.588
H -1.323 -10.483 -12.366
C 9.255 -18.848 -2.904
H 7.698 -18.548 -4.929
O 3.562 -12.383 -6.965
C 0.059 -15.846 -4.471
H 8.577 -12.650 -5.261
H 3.387 -8.370 -4.124
C 6.312 -16.106 -0.756
H 3.598 -12.116 -0.365
H 3.332 -9.114 -6.903
H -3.300 -14.646 -4.304
H -0.789 -13.598 -9.465
C 8.441 -14.133 -3.623
H 0.944 -5.613 -5.308
C 4.148 -9.663 -9.305
H 6.833 -14.263 -2.392
H 3.561 -14.171 2.059
H 0.738 -3.851 -2.960
H 6.466 -13.594 1.435
H 10.699 -12.912 -0.499
C 9.194 -13.269 -2.621
N 3.592 -13.122 -0.505
C -0.480 -5.568 -2.841
C 1.118 -13.406 -0.317
O 4.688 -9.472 -10.582
H 0.296 -18.684 -4.407
H 1.894 -14.606 2.055
H 3.639 -13.743 -2.567
C 6.146 -17.307 -4.013
H 10.269 -13.464 -2.696
C -0.163 -10.360 -4.550
H -2.053 -7.613 -12.780
H 4.739 -16.422 -5.297
O -2.947 -13.984 -6.287
O 8.802 -13.518 -1.249
C -0.855 -9.746 -6.861
H 3.131 -9.250 -9.204
H 6.265 -15.971 -5.647
H 0.792 -12.578 0.318
H 6.497 -17.480 3.882
C 7.570 -17.766 -4.166
H 6.706 -13.015 -3.315
H 4.135 -18.270 -3.889
H 0.830 -11.233 -12.906
H -1.350 -4.938 -3.013
C 0.828 -10.410 -12.184
H 10.078 -18.210 -3.257
H 4.204 -14.104 -6.047
H 1.056 -10.117 -10.030
H 9.829 -13.807 -5.229
H 1.520 -15.273 -2.500
C -1.218 -7.489 -12.083
H 4.918 -7.986 -8.230
H 9.006 -12.202 -2.781
C 2.591 -13.865 1.652
H -2.632 -11.056 -9.231
H 3.382 -11.380 -2.854
C 2.504 -13.871 0.120
O 0.180 -14.436 -0.028
H 6.025 -7.834 -10.933
H 6.921 -9.125 -8.883
H -1.449 -13.678 -1.223
H -0.073 -10.348 -7.324
H 1.800 -18.730 -3.456
O 1.846 -17.786 -5.374
H 5.197 -12.649 -5.833
H -0.426 -5.661 -1.751
H 0.063 -11.441 -10.390
C -1.150 -13.393 -8.462
H 8.705 -15.183 -3.496
C 4.992 -8.177 -11.021
H -1.090 -14.284 -7.833
H -1.288 -8.987 -7.512
H 4.851 -14.182 -3.556
C -2.460 -10.272 -3.913
C -0.853 -14.566 -0.970
H 6.603 -10.535 -7.981
H -1.037 -8.506 -5.055
H 1.409 -8.086 -5.036
N -2.985 -11.987 -9.421
H 2.236 -5.589 -1.992
N 1.854 -16.177 -2.812
H 2.476 -12.921 -4.583
H 4.156 -7.090 -3.159
H 5.735 -16.174 4.682
C 7.057 -16.012 1.694
H 4.976 -16.694 3.185
H -0.421 -6.969 -12.625
H 8.277 -14.325 -5.778
H 4.800 -8.171 -12.100
N 1.879 -9.456 -12.549
H 9.382 -11.650 -0.529
H 5.971 -16.508 -3.295
N 4.268 -9.515 -6.895
H -0.996 -16.119 -4.548
H 5.408 -19.352 -4.342
N 3.868 -13.927 -3.538
H 9.425 -12.882 0.622
H -0.035 -17.091 -2.730
H -0.562 -6.576 -3.244
C -3.544 -13.871 -5.030
H 9.577 -19.277 -1.959
H 1.290 -4.158 -5.206
H 4.194 -10.527 -6.862
C 6.408 -9.460 -7.971
H 2.767 -9.791 -12.192
H 3.987 -10.737 -9.185
C 9.625 -12.715 -0.444
C 2.300 -12.925 -7.278
H 0.428 -10.101 -3.660
H 2.998 -18.657 -6.811
C 3.564 -12.845 -4.466
H 2.554 -15.965 -3.520
H -3.170 -13.907 -8.906
H 0.473 -11.113 -5.035
C 2.315 -18.946 -6.008
H 2.286 -14.013 -7.131
C 0.943 -10.917 -10.771
C 3.869 -11.480 -3.827
C -0.537 -9.727 -12.468
H 2.893 -4.852 -3.384
C -2.635 -13.056 -8.475
H 6.846 -8.981 -7.100
H 2.908 -8.130 -2.433
H 3.468 -10.608 -4.352
H -4.307 -12.673 -7.152
O -0.733 -8.687 -11.527
H 7.339 -16.061 -1.129
N 0.553 -4.785 -4.852
H 1.877 -11.477 -10.684
H -0.357 -14.793 -1.926
O 6.734 -15.619 2.995
H 7.084 -17.110 1.622
N 6.999 -13.990 -3.356
H 2.659 -14.922 -0.143
H 9.132 -19.665 -3.625
C 2.114 -5.570 -3.084
N 6.407 -13.988 0.504
H 1.526 -19.530 -6.500
N 0.934 -8.533 -5.811
C 4.942 -9.075 -8.123
C 5.936 -16.565 3.683
H -0.592 -12.639 -7.903
H 5.116 -15.560 0.934
H -2.849 -11.940 -6.608
C -0.327 -9.196 -5.533
H 0.581 -15.813 -5.427
H 1.139 -13.191 -1.390
H 5.424 -18.781 -2.716
O 2.138 -6.788 -3.750
H 2.062 -12.877 -8.343
H 2.884 -19.625 -5.364
O -1.330 -11.075 -4.185
H 5.663 -15.656 -1.505
H 4.470 -13.411 -0.059
O 8.064 -18.105 -2.886
H -3.237 -12.925 -4.560
C 3.221 -7.620 -3.350
*
```

Values from the calculation:
LUMO = 0.54 eV
SMILES = COC[C@H](C)N.COC[C@H](C)N.COC[C@H](C)N.COC[C@H](C)N.COC[C@H](C)N.COC[C@H](C)N.COC[C@H](C)N.COC[C@H](C)N.COC[C@H](C)N.COC[C@H](C)N.COC[C@H](C)N

Mulliken atomic charge list, values in e, 99 entries: -0.604 0.334 0.085 -0.064 0.127 -1.928 -0.303 0.349 0.240 0.328 0.474 0.297 0.309 -1.284 0.532 0.334 0.262 0.338 0.296 0.328 0.100 -1.349 -1.332 -1.086 0.342 0.380 0.200 0.360 1.205 0.365 -0.918 0.543 -0.217 -1.038 0.388 0.043 -0.881 0.275 0.040 0.273 0.342 1.128 0.186 -0.246 -0.578 0.360 0.461 0.299 0.381 -1.270 -0.383 -1.073 -0.949 -0.480 0.620 0.362 -0.252 2.440 0.471 -0.294 0.358 0.065 -0.265 -0.316 0.147 0.372 0.293 0.588 0.315 -1.240 0.155 -0.110 0.268 0.402 0.367 0.312 0.486 0.029 0.501 -0.212 -0.914 0.462 0.415 -1.652 0.193 0.346 0.870 -0.384 0.294 0.372 0.280 -0.155 0.358 -0.138 0.139 0.381 0.152 -1.037 -0.065



Which of them is the most stable? Correct choice: arrangement a.



Arrangement a

This record from the OMol25 dataset describes a 4-piece molecular cluster, C4H16O3 overall. The level of theory is wB97M-V/def2-TZVPD.

```
! wB97M-V def2-TZVPD RIJCOSX def2/J DEFGRID3
* xyz 0 1
O 2.718 0.176 2.942
H 1.631 0.157 -1.389
C 1.363 0.648 -0.459
H 2.019 0.262 0.316
H 0.165 0.345 -3.955
H -2.811 -0.337 0.391
H 3.447 -0.325 2.548
C -0.259 -1.202 -0.022
H -0.173 -1.652 -1.018
C -0.040 0.311 0.038
H 3.137 1.053 2.972
H -0.834 0.767 -0.558
H -3.151 0.183 -0.987
H 0.474 -1.820 0.505
H -0.252 -0.430 -2.719
H -1.269 -1.489 0.253
O -3.562 -0.148 -0.181
H -1.302 0.697 1.767
O -0.112 -0.531 -3.667
H 0.375 0.130 2.145
H 0.005 1.761 1.715
C -0.254 0.723 1.489
H 1.542 1.714 -0.463
*
```

Values from the calculation:
LUMO = 0.52 eV
SMILES = CC(C)C.O.O.O

Which charges does Mulliken predict for the atoms? In e, they are: -0.624 0.359 -1.323 0.196 0.326 0.304 0.306 -1.279 0.379 0.814 0.312 0.142 0.334 0.349 0.311 0.415 -0.641 0.351 -0.656 0.297 0.368 -1.445 0.405



Arrangement b

This record from the OMol25 dataset describes a 4-piece molecular cluster, C4H16O3 overall. The level of theory is wB97M-V/def2-TZVPD.

```
! wB97M-V def2-TZVPD RIJCOSX def2/J DEFGRID3
* xyz 0 1
O -0.753 -2.596 2.801
O -2.998 1.995 1.269
H 0.061 -2.187 2.490
C 0.844 1.704 -0.619
H -2.180 1.550 1.512
H 1.061 -0.787 -1.474
H 1.147 2.730 -0.431
H 0.140 -0.924 0.046
H 2.971 -1.997 -0.555
H 2.366 -1.854 1.130
O -1.198 0.936 -2.916
H 0.945 1.717 -1.717
H -0.228 1.639 -0.473
C 2.089 -1.883 0.073
C 1.817 0.639 -0.134
H 2.670 0.489 -0.779
H 1.662 -2.880 -0.082
H -1.220 0.026 -3.272
H -1.394 -1.939 2.479
C 1.117 -0.764 -0.394
H -3.174 1.623 0.402
H 1.968 0.652 0.949
H -2.130 1.193 -2.950
*
```

Values from the calculation:
LUMO = 0.22 eV
SMILES = CCCC.O.O.O

Which charges does Mulliken predict for the atoms? In e, they are: -0.634 -0.622 0.314 -1.071 0.308 0.222 0.378 0.330 0.409 0.321 -0.593 0.279 0.202 -1.361 -0.396 0.294 0.379 0.308 0.318 -0.324 0.308 0.334 0.298



Which of them is the most stable? Correct choice: arrangement a.